C7H10N | ωB97M-V/def2-TZVPD

The geometry in XYZ format:
```
18
Properties=species:S:1:pos:R:3:forces:R:3
C -0.871247 -1.663272 -0.147108 0.36 0.18 0.70
C -1.802055 -1.625780 -1.109483 -0.25 2.64 -2.47
C -0.213945 1.761191 -0.854546 0.98 2.81 -1.83
C -0.939058 -0.015644 -2.080012 -0.57 -4.58 -1.65
C -0.289066 -0.424584 0.087623 -0.59 -1.00 1.33
C 1.671523 -0.209047 1.545160 -0.85 1.55 0.95
C 0.079132 -0.110901 1.457365 1.80 -0.78 2.18
N -0.298102 0.470960 -0.956036 -0.45 0.19 0.92
H -0.980742 -2.327094 0.694976 0.42 -0.59 -0.10
H 0.239039 2.382865 -0.103692 -0.23 -0.65 0.94
H -0.386841 2.337883 -1.806290 0.15 -0.81 1.15
H -0.356389 -0.815344 -2.673298 -0.64 1.77 0.79
H -1.407250 0.797079 -2.643936 -0.33 -0.90 0.07
H 2.126347 0.603405 0.962228 -0.15 0.03 0.31
H 1.854329 -1.069693 0.974296 1.23 -1.64 0.10
H 2.035621 -0.127267 2.630115 -0.53 -0.61 -1.80
H -0.112085 0.879654 1.771219 -0.86 1.13 0.18
H -0.349212 -0.844411 2.251419 0.51 1.26 -1.77
```
Positions in Å, forces in eV/Å.

Calculated values
* strongest force on any atom: 4.9 eV Å⁻¹
* HOMO energy (spin up / spin down): -13.05 / -13.80 eV
* frontier orbital gap (spin up / spin down): 6.67 / 7.65 eV
* relative energy (zero: lowest compared OMol25 entry of this formula, charge and spin): 6.543 eV
* charge: +1

Löwdin population analysis, charges in e, atoms 1 to 8:
1 C -0.128
2 C 0.302
3 C 0.163
4 C 0.014
5 C -0.216
6 C -0.033
7 C -0.148
8 N -0.129